Formula: C4H12NO3
Source: the Open Molecules 2025 dataset
Level of theory: wB97M-V/def2-TZVPD

Computed properties:
- HOMO-LUMO gap (eV) = 5.141
- energy relative to the best compared isomer or geometry (same formula, charge and spin) (eV) = 6.747
- highest occupied orbital energy (eV) = -14.2

ORCA input file:
```
! RIJCOSX wB97M-V def2-TZVPD def2/J DEFGRID3
* xyz 1 1
C -2.131 -0.007 -0.534
C -1.899 0.085 1.002
C -0.388 0.363 1.405
C 0.596 -0.381 0.415
O 1.809 -0.342 1.221
O 0.725 0.137 -0.784
N -1.781 1.154 -1.280
H -1.470 -0.838 -0.882
H -3.110 -0.339 -0.729
H -2.123 -0.877 1.313
H -2.587 0.852 1.394
H -0.133 0.026 2.453
H -0.155 1.435 1.189
H 2.441 -0.211 0.468
H -2.452 1.331 -2.005
H -0.827 1.091 -1.651
H 0.189 -1.477 0.382
H 4.081 -0.590 -1.828
H 5.094 -0.822 -0.689
O 4.122 -0.592 -0.861
*
```

Löwdin population analysis, charges in e, atoms 1 to 6: C -0.23; C -0.11; C 0.00; C -0.44; O 0.08; O 0.12

Formula: C4H12NO6
Source: the Open Molecules 2025 dataset
Level of theory: wB97M-V/def2-TZVPD

Computed properties:
- HOMO-LUMO gap (eV) = 8.919
- energy relative to the best compared isomer or geometry (same formula, charge and spin) (eV) = 0.511
- highest occupied orbital energy (eV) = -5.5

ORCA input file:
```
! RIJCOSX wB97M-V def2-TZVPD def2/J DEFGRID3
* xyz -1 1
C -1.095 0.712 -2.126
C -0.527 -0.649 -1.888
N 0.829 -0.774 -1.579
C 1.553 0.109 -0.719
C 1.000 0.221 0.738
O -0.248 0.500 0.690
O 1.653 -0.091 1.727
O -1.104 -1.695 -2.153
H -0.494 1.424 -1.559
H -1.087 1.041 -3.162
H -2.060 0.763 -1.641
H 0.985 -1.740 -1.400
H 1.415 1.158 -1.002
H 2.635 0.009 -0.755
H 1.301 -3.427 0.740
H 0.058 -3.187 0.153
O 0.402 -3.715 0.892
H -0.571 1.952 1.091
H -1.833 3.001 1.184
O -0.893 2.916 1.038
H -0.043 0.824 3.556
H -0.940 0.179 2.622
O -0.934 0.469 3.554
*
```

Löwdin population analysis, charges in e, atoms 1 to 6: C 0.00; C -0.52; N 0.06; C -0.13; C -0.64; O -0.11

Formula: C4H12NOP
Source: the Open Molecules 2025 dataset
Level of theory: wB97M-V/def2-TZVPD

Computed properties:
- HOMO-LUMO gap (spin up / spin down) (eV) = 7.211 / 7.209
- energy relative to the best compared isomer or geometry (same formula, charge and spin) (eV) = 4.743
- highest occupied orbital energy (spin up / spin down) (eV) = -6.7 / -6.7

ORCA input file:
```
! RIJCOSX wB97M-V def2-TZVPD def2/J DEFGRID3
* xyz 0 1
C 2.770 -0.559 0.141
C -2.578 -1.110 0.277
C 1.428 -0.003 0.595
C 1.138 1.290 -0.057
N -2.328 0.311 0.474
O -1.688 0.312 -1.811
P -1.552 1.383 -0.615
H 3.122 -1.337 0.766
H 2.704 -0.777 -0.886
H 3.446 0.272 0.291
H -3.281 -1.278 1.139
H -2.981 -1.268 -0.783
H -1.572 -1.578 0.327
H 0.551 -0.753 0.427
H 1.385 0.088 1.730
H 1.271 2.237 0.488
H 1.549 1.391 -1.116
H -1.831 0.606 1.355
H -1.552 0.773 -2.741
*
```

Löwdin population analysis, charges in e, atoms 1 to 6: C -0.13; C -0.18; C -0.42; C -0.21; N -0.38; O -0.43

Formula: C4H12NOP3
Source: the Open Molecules 2025 dataset
Level of theory: wB97M-V/def2-TZVPD

Computed properties:
- HOMO-LUMO gap (eV) = 9.299
- energy relative to the best compared isomer or geometry (same formula, charge and spin) (eV) = 0.000
- highest occupied orbital energy (eV) = -8.7

ORCA input file:
```
! RIJCOSX wB97M-V def2-TZVPD def2/J DEFGRID3
* xyz 0 1
C -2.835 0.145 -0.089
C -1.502 -0.537 -0.256
C -0.421 0.490 0.147
C -0.339 0.789 1.650
O -1.246 1.313 2.197
N 0.885 0.173 -0.417
P 1.621 1.270 -1.483
P 1.487 -1.357 0.151
P 3.571 -0.743 0.536
H -2.690 1.160 -0.480
H -3.031 0.118 0.896
H -3.620 -0.370 -0.599
H -1.538 -1.447 0.307
H -1.230 -0.809 -1.293
H -0.864 1.256 -0.407
H 0.672 0.625 2.115
H 0.477 1.927 -1.896
H 1.273 0.536 -2.668
H 1.960 -1.967 -1.061
H 3.134 -0.698 1.985
H 4.237 -1.877 0.664
*
```

Löwdin population analysis, charges in e, atoms 1 to 6: C -0.08; C -0.24; C -0.46; C -0.23; O 0.09; N -0.77

Formula: C4H12NOS
Source: the Open Molecules 2025 dataset
Level of theory: wB97M-V/def2-TZVPD

Computed properties:
- HOMO-LUMO gap (eV) = 6.147
- energy relative to the best compared isomer or geometry (same formula, charge and spin) (eV) = 0.666
- highest occupied orbital energy (eV) = -2.6

ORCA input file:
```
! RIJCOSX wB97M-V def2-TZVPD def2/J DEFGRID3
* xyz -1 1
C 0.230 -2.717 1.240
N -0.223 -1.336 1.021
C 0.670 -0.285 0.519
C -0.139 0.618 -0.424
S 0.548 2.267 -0.737
C 1.699 -2.798 1.647
H 0.058 -3.315 0.341
H -0.393 -3.129 2.047
H -1.049 -1.355 0.443
H 0.995 0.334 1.352
H 1.471 -0.757 -0.036
H -0.327 0.050 -1.345
H -1.101 0.731 0.088
H 2.051 -3.803 1.854
H 1.831 -2.186 2.547
H 2.307 -2.305 0.886
H -3.034 1.177 -1.429
H -1.947 2.096 -1.965
O -2.803 1.701 -2.210
*
```

Löwdin population analysis, charges in e, atoms 1 to 6: C -0.30; N -0.11; C -0.34; C -0.82; S 0.12; C -0.12

Formula: C4H12NOS
Source: the Open Molecules 2025 dataset
Level of theory: wB97M-V/def2-TZVPD

Computed properties:
- HOMO-LUMO gap (eV) = 5.291
- energy relative to the best compared isomer or geometry (same formula, charge and spin) (eV) = 5.253
- highest occupied orbital energy (eV) = -3.0

ORCA input file:
```
! RIJCOSX wB97M-V def2-TZVPD def2/J DEFGRID3
* xyz -1 1
C 0.783 0.080 0.245
C 2.065 0.623 0.896
S 3.455 0.212 0.074
C -0.484 0.660 0.845
N -1.705 0.063 0.138
C -1.882 0.615 -1.265
H 0.948 0.147 -0.851
H 0.739 -0.985 0.475
H 2.112 0.312 1.970
H 2.083 1.721 0.893
H -0.407 0.123 1.857
H -0.534 1.753 0.747
H 2.338 -1.395 -0.706
H -2.914 0.419 -1.602
H -1.123 0.185 -1.973
H -1.733 1.694 -1.258
H -1.163 -2.847 0.261
H -1.467 -1.087 -0.156
O -1.113 -2.294 -0.591
*
```

Löwdin population analysis, charges in e, atoms 1 to 6: C -0.39; C -0.83; S 0.59; C -0.27; N -0.20; C -0.20

Formula: C4H12NOS
Source: the Open Molecules 2025 dataset
Level of theory: wB97M-V/def2-TZVPD

Computed properties:
- HOMO-LUMO gap (spin up / spin down) (eV) = 1.679 / 6.637
- energy relative to the best compared isomer or geometry (same formula, charge and spin) (eV) = 1.946
- highest occupied orbital energy (spin up / spin down) (eV) = 4.0 / -0.4

ORCA input file:
```
! RIJCOSX wB97M-V def2-TZVPD def2/J DEFGRID3
* xyz -2 2
C 1.357 0.850 -1.948
N 0.994 -0.567 -2.121
C 1.289 -1.354 -0.861
O 0.762 -0.822 0.273
H 0.871 1.297 -1.093
H 1.061 1.414 -2.878
H 2.495 0.905 -1.936
H -0.028 -0.611 -2.254
H 2.435 -1.480 -0.842
H 0.865 -2.360 -1.088
C -1.976 -0.558 1.368
C -0.937 0.381 1.986
S -0.889 1.927 0.987
H -1.706 -0.723 0.314
H -2.957 0.010 1.353
H -2.051 -1.535 1.811
H -1.175 0.666 3.050
H 0.033 -0.129 1.834
H -0.443 2.688 2.044
*
```

Löwdin population analysis, charges in e, atoms 1 to 6: C -0.20; N -0.16; C -0.53; O -0.35; H -0.01; H 0.05

Formula: C4H12NOS
Source: the Open Molecules 2025 dataset
Level of theory: wB97M-V/def2-TZVPD

Computed properties:
- HOMO-LUMO gap (eV) = 9.034
- energy relative to the best compared isomer or geometry (same formula, charge and spin) (eV) = 2.792
- highest occupied orbital energy (eV) = -12.1

ORCA input file:
```
! RIJCOSX wB97M-V def2-TZVPD def2/J DEFGRID3
* xyz 1 1
C 1.023 1.430 -0.742
C 0.201 0.804 1.457
C 0.047 -2.061 0.050
C -0.910 -0.059 -0.546
N -0.165 1.065 0.050
O 1.369 -1.909 -0.027
S -2.586 -0.088 0.092
H 1.706 0.584 -0.783
H 0.735 1.710 -1.755
H 1.530 2.273 -0.278
H 0.964 0.029 1.494
H 0.587 1.711 1.916
H -0.678 0.474 2.007
H -0.462 -2.663 -0.688
H -0.335 -2.086 1.060
H -0.877 -0.038 -1.629
H -0.798 1.877 0.056
H 1.739 -2.198 -0.871
H -3.090 -0.855 -0.864
*
```

Löwdin population analysis, charges in e, atoms 1 to 6: C 0.01; C -0.01; C -0.04; C -0.53; N -0.27; O -0.02

Formula: C4H12NOS
Source: the Open Molecules 2025 dataset
Level of theory: wB97M-V/def2-TZVPD

Computed properties:
- HOMO-LUMO gap (spin up / spin down) (eV) = 10.654 / 5.567
- energy relative to the best compared isomer or geometry (same formula, charge and spin) (eV) = 0.432
- highest occupied orbital energy (spin up / spin down) (eV) = -18.5 / -18.5

ORCA input file:
```
! RIJCOSX wB97M-V def2-TZVPD def2/J DEFGRID3
* xyz 2 2
C 1.476 -0.729 1.090
O 2.265 0.244 1.741
C 0.212 0.023 0.638
C -0.503 -0.840 -0.438
C -1.811 -0.268 -1.079
S -1.713 0.492 -2.676
N 0.709 1.320 0.087
H 1.182 -1.542 1.759
H 2.008 -1.179 0.251
H 2.472 -0.032 2.642
H -0.493 0.084 1.463
H -0.842 -1.699 0.121
H 0.215 -1.098 -1.227
H -2.379 0.292 -0.366
H -2.473 -1.149 -1.227
H -2.845 1.228 -2.545
H 1.208 1.868 0.799
H 1.355 1.127 -0.688
H -0.043 1.856 -0.346
*
```

Löwdin population analysis, charges in e, atoms 1 to 6: C -0.19; O -0.03; C -0.26; C -0.16; C -0.46; S 1.20

Formula: C4H12NP
Source: the Open Molecules 2025 dataset
Level of theory: wB97M-V/def2-TZVPD

Computed properties:
- HOMO-LUMO gap (eV) = 9.320
- energy relative to the best compared isomer or geometry (same formula, charge and spin) (eV) = 1.956
- highest occupied orbital energy (eV) = -8.5

ORCA input file:
```
! RIJCOSX wB97M-V def2-TZVPD def2/J DEFGRID3
* xyz 0 1
C -2.330 -0.542 -0.294
C -1.330 0.603 -0.044
P 0.627 -0.172 -0.218
C 1.093 -0.718 1.544
C 1.515 1.443 -0.483
N 1.167 -1.292 -1.189
H -1.640 -1.448 -0.254
H -3.144 -0.788 0.302
H -2.591 -0.520 -1.367
H -1.215 1.236 0.896
H -1.364 1.334 -0.841
H 1.887 -0.106 1.972
H 0.210 -0.924 2.156
H 1.465 -1.736 1.357
H 2.030 1.743 0.412
H 2.260 1.163 -1.322
H 0.912 2.235 -0.805
H 0.450 -1.510 -1.822
*
```

Löwdin population analysis, charges in e, atoms 1 to 6: C -0.16; C -0.27; P 0.70; C -0.19; C -0.21; N -0.24

no.,E_tot (eV)
1,-11962.84884
2,-18120.39810
3,-17166.20240
4,-35743.78258
5,-18716.08822
6,-18711.50164
7,-18710.58513
8,-18706.27493
9,-18695.71698
10,-15119.85623